Entry from the Open Molecules 2025 dataset: 16 unconnected molecules or ions with the total composition C38H105N3O16 at a distorted geometry (ωB97M-V with the def2-TZVPD basis set).

Structure (ORCA input):
```
! wB97M-V def2-TZVPD RIJCOSX def2/J DEFGRID3
* xyz 0 1
C 4.27 -1.40 -7.52
O 4.59 -2.53 -8.25
H 3.55 -0.69 -7.92
H 3.76 -1.74 -6.62
H 5.15 -0.83 -7.23
H 3.79 -2.76 -8.72
C -5.16 0.37 2.42
O -5.31 1.14 3.55
H -4.46 0.64 1.64
H -5.01 -0.69 2.64
H -6.09 0.42 1.85
H -4.59 1.03 4.17
C -4.52 -0.40 -7.84
O -3.32 -0.24 -7.03
H -4.60 -1.35 -8.38
H -5.36 -0.43 -7.15
H -4.55 0.38 -8.60
H -3.53 0.47 -6.42
C 2.49 9.16 -5.17
O 2.52 9.58 -3.81
H 2.88 8.16 -5.38
H 1.43 9.25 -5.42
H 3.16 9.80 -5.74
H 1.68 9.30 -3.43
C -1.16 -3.87 -4.64
O -0.42 -4.77 -5.46
H -2.20 -4.20 -4.68
H -0.84 -3.84 -3.60
H -1.11 -2.85 -5.04
H -0.36 -5.58 -4.95
C -5.03 -1.07 -2.25
O -6.26 -1.69 -1.82
H -4.21 -1.76 -2.07
H -5.17 -0.74 -3.28
H -4.97 -0.13 -1.70
H -6.29 -1.82 -0.87
C 7.48 5.70 -1.93
O 8.07 6.82 -1.28
H 6.92 6.03 -2.80
H 8.14 4.95 -2.38
H 6.75 5.10 -1.38
H 7.34 7.45 -1.29
C -0.82 2.05 -10.31
O -1.52 3.26 -10.40
H 0.00 2.22 -11.02
H -0.34 1.91 -9.35
H -1.29 1.14 -10.67
H -1.21 3.77 -9.65
C -1.88 9.85 -2.78
O -1.21 8.76 -2.44
H -2.25 10.39 -1.90
H -1.32 10.56 -3.39
H -2.86 9.70 -3.23
H -1.51 8.61 -1.54
C 6.45 -2.84 0.90
O 7.09 -2.96 -0.37
H 6.13 -1.87 1.26
H 5.59 -3.51 0.95
H 7.27 -3.06 1.59
H 7.79 -2.32 -0.55
C -3.98 3.95 -5.51
O -3.41 2.90 -4.72
H -3.28 4.68 -5.92
H -4.51 3.51 -6.35
H -4.85 4.43 -5.06
H -2.57 3.22 -4.39
C -2.03 -9.27 0.59
C -1.91 -7.77 0.78
C -3.18 -7.39 1.59
C -3.10 -6.07 2.33
C -1.82 -5.92 3.22
C -0.53 -6.16 2.36
N -0.68 -7.38 1.55
O 0.56 -7.87 0.93
C -0.30 -4.97 1.41
C 0.51 -6.34 3.42
C -1.94 -7.08 -0.59
H -2.03 -9.82 1.52
H -1.02 -9.46 0.21
H -2.63 -9.60 -0.26
H -3.92 -7.32 0.79
H -3.58 -8.21 2.19
H -4.00 -5.74 2.84
H -3.02 -5.43 1.46
H -1.95 -6.35 4.22
H -1.90 -4.85 3.41
H 0.35 -4.27 1.93
H 0.35 -5.26 0.58
H -1.18 -4.46 1.01
H 1.54 -6.44 3.06
H 0.63 -5.53 4.14
H 0.32 -7.32 3.86
H -2.02 -5.99 -0.58
H -2.74 -7.38 -1.27
H -1.00 -7.19 -1.12
H 0.73 -8.73 1.32
C 2.34 3.84 -3.54
C 1.85 2.40 -3.11
C 3.16 1.54 -2.99
C 3.02 0.31 -2.20
C 2.42 0.73 -0.85
C 1.13 1.57 -0.80
N 1.22 2.65 -1.80
O 0.04 3.31 -1.88
C -0.02 0.51 -1.11
C 0.91 2.17 0.59
C 0.88 1.69 -4.14
H 1.37 4.33 -3.58
H 2.76 3.94 -4.54
H 2.96 4.28 -2.76
H 3.64 1.35 -3.95
H 3.95 2.09 -2.49
H 4.00 -0.12 -1.98
H 2.39 -0.41 -2.73
H 3.23 1.09 -0.22
H 2.28 -0.15 -0.22
H 0.24 -0.10 -1.97
H -0.22 -0.12 -0.24
H -0.96 1.06 -1.14
H 1.71 2.91 0.62
H -0.02 2.67 0.85
H 1.20 1.52 1.42
H 1.42 1.18 -4.93
H 0.33 2.49 -4.63
H 0.14 1.03 -3.68
H 0.20 4.19 -1.52
C 1.74 1.20 7.22
C 1.28 0.89 8.62
C 1.55 2.24 9.42
C 0.98 2.19 10.84
C -0.52 1.91 10.83
C -0.92 0.63 9.86
N -0.13 0.57 8.64
O -0.38 -0.65 7.93
C -0.87 -0.68 10.66
C -2.38 0.92 9.43
C 2.22 -0.21 9.18
H 2.82 1.38 7.20
H 1.12 2.03 6.87
H 1.59 0.43 6.46
H 2.54 2.71 9.40
H 1.01 2.98 8.84
H 1.15 3.18 11.28
H 1.42 1.46 11.52
H -1.10 2.77 10.50
H -0.70 1.72 11.89
H 0.09 -0.60 11.17
H -1.64 -0.62 11.43
H -0.90 -1.59 10.06
H -2.87 0.21 8.77
H -3.18 0.91 10.17
H -2.48 1.90 8.95
H 1.94 -1.20 8.80
H 2.25 -0.24 10.27
H 3.27 -0.04 8.95
H -0.10 -1.27 8.60
O -0.33 -2.37 -8.68
H -0.79 -3.09 -8.23
H -0.63 -1.58 -8.23
O -1.74 1.68 4.80
H -0.98 1.92 4.25
H -1.36 1.28 5.57
*
```

Results
DFT total energy (eV): -78325.064
Relative energy (zero: lowest compared OMol25 entry of this formula, charge and spin) (kcal/mol): 93.2
Kohn-Sham gap (eV): 8.298